# 1
ORCA calculation (wB97M-V/def2-TZVPD) on a single C23H22F4N2O2 molecule.

Geometry (Å):
1 C -1.996 -2.131 0.612
2 C -1.425 -0.739 0.726
3 O -1.416 -0.164 1.813
4 N -0.951 -0.171 -0.395
5 C -0.736 -0.872 -1.657
6 C 0.543 -1.719 -1.617
7 C -0.554 0.254 -2.630
8 C -0.446 1.410 -2.005
9 C -0.600 1.255 -0.519
10 C -1.702 2.192 0.027
11 C -3.023 1.890 -0.627
12 C -3.937 1.048 -0.006
13 C -5.130 0.721 -0.626
14 C -5.427 1.236 -1.876
15 C -4.531 2.090 -2.495
16 C -3.338 2.415 -1.874
17 C 0.772 1.517 0.154
18 O 1.764 1.779 -0.494
19 N 0.755 1.413 1.495
20 C 2.008 1.333 2.217
21 C 2.699 0.019 1.945
22 C 1.956 -1.156 1.931
23 C 2.575 -2.347 1.604
24 F 1.832 -3.470 1.558
25 C 3.923 -2.423 1.311
26 C 4.655 -1.244 1.347
27 C 6.130 -1.320 1.062
28 F 6.807 -1.869 2.091
29 F 6.692 -0.127 0.840
30 F 6.406 -2.082 -0.009
31 C 4.056 -0.032 1.652
32 H -1.228 -2.859 0.365
33 H -2.429 -2.396 1.574
34 H -2.772 -2.162 -0.151
35 H -1.600 -1.498 -1.907
36 H 0.707 -2.177 -2.589
37 H 1.392 -1.078 -1.387
38 H 0.486 -2.505 -0.870
39 H -0.472 0.072 -3.685
40 H -0.240 2.369 -2.438
41 H -1.790 2.074 1.105
42 H -1.391 3.216 -0.189
43 H -3.719 0.654 0.975
44 H -5.830 0.065 -0.130
45 H -6.358 0.980 -2.361
46 H -4.762 2.507 -3.464
47 H -2.650 3.090 -2.361
48 H -0.075 0.991 1.917
49 H 1.796 1.443 3.283
50 H 2.649 2.155 1.889
51 H 0.903 -1.153 2.165
52 H 4.380 -3.366 1.056
53 H 4.642 0.874 1.648

total charge	0
lowest unoccupied orbital energy	0.0237	Ha
electronic energy	-42155.1809	eV

Formally, the Mulliken partial charges of the atoms, in units of the elementary charge, are as follows: -1.828 0.936 -0.754 0.883 -0.376 -1.266 -0.812 -1.565 1.584 -1.157 0.327 -0.152 -0.869 -0.425 -0.718 -0.107 -0.518 -0.698 0.077 -1.246 0.871 -0.434 0.221 -0.386 -1.043 0.284 0.815 -0.257 -0.280 -0.269 -0.785 0.283 0.435 0.371 0.525 0.500 0.316 0.208 0.506 0.841 0.486 0.667 0.472 0.407 0.399 0.392 0.387 0.343 0.426 0.360 0.666 0.485 0.474

# 2
ORCA calculation (wB97M-V/def2-TZVPD) on a molecular structure, C23H22FeN5SeSi.

Geometry (Å):
1 Fe 1.290 0.049 0.466
2 C -2.128 -0.375 -3.705
3 C -2.595 0.778 -3.098
4 C -1.936 1.343 -2.013
5 C -0.784 0.749 -1.489
6 C -0.298 -0.386 -2.148
7 C -0.958 -0.948 -3.224
8 N -0.039 1.202 -0.392
9 C -0.183 2.355 0.293
10 C -1.332 3.167 0.472
11 C -1.227 4.363 1.137
12 C -0.006 4.835 1.659
13 C 1.108 4.046 1.565
14 C 0.993 2.801 0.940
15 N 2.002 1.871 0.792
16 N 3.201 2.200 0.749
17 C 3.947 1.182 0.119
18 C 5.318 1.302 0.014
19 C 6.006 0.326 -0.688
20 C 5.301 -0.731 -1.242
21 C 3.928 -0.773 -1.073
22 N 3.262 0.174 -0.419
23 H -2.654 -0.813 -4.543
24 H -3.494 1.257 -3.469
25 H -2.328 2.257 -1.600
26 H 0.628 -0.838 -1.808
27 H -0.550 -1.832 -3.699
28 H -2.297 2.840 0.124
29 H -2.121 4.959 1.270
30 H 0.043 5.793 2.159
31 H 2.062 4.346 1.979
32 H 5.809 2.145 0.480
33 H 7.080 0.389 -0.802
34 H 5.801 -1.515 -1.792
35 H 3.337 -1.585 -1.478
36 C -3.604 -2.431 -0.413
37 Si -2.813 -2.504 1.269
38 C -3.988 -1.919 2.588
39 C -2.264 -4.230 1.695
40 C -1.321 -1.443 1.197
41 C -0.285 -0.826 1.022
42 H -4.574 -2.935 -0.426
43 H -2.961 -2.902 -1.160
44 H -3.753 -1.392 -0.718
45 H -4.846 -2.595 2.631
46 H -4.358 -0.908 2.406
47 H -3.501 -1.931 3.566
48 H -3.107 -4.925 1.705
49 H -1.808 -4.234 2.689
50 H -1.519 -4.601 0.988
51 Se 3.516 -3.740 2.189
52 C 2.753 -2.218 1.758
53 N 2.246 -1.200 1.475

total charge	0
lowest unoccupied orbital energy (alpha / beta)	-0.0646 / -0.0681	Ha
spin multiplicity	2
electronic energy	-139266.5873	eV
<S²>	1.01

Formally, the Mulliken partial charges of the atoms, in units of the elementary charge, are as follows: -0.367 -0.543 -0.856 -0.746 1.040 0.025 -0.796 0.106 1.010 -1.037 -0.704 -0.638 -0.567 0.590 1.279 -1.216 0.232 -0.540 -0.265 -0.757 -0.086 -0.001 0.406 0.369 0.290 0.235 0.399 0.433 0.400 0.382 0.462 0.492 0.403 0.418 0.460 -0.822 -0.110 -0.954 -0.976 1.394 -0.933 0.341 0.268 0.202 0.289 0.302 0.312 0.317 0.299 0.307 -0.198 0.229 -0.575

# 3
ORCA calculation (wB97M-V/def2-TZVPD) on a molecular structure, C23H22HfN7O12S2.

Geometry (Å):
1 Hf 0.290 0.466 -1.916
2 O 4.142 -3.664 -3.615
3 C 2.915 -4.089 -3.825
4 O 2.652 -5.108 -4.399
5 C 1.775 -3.249 -3.308
6 C 0.469 -3.694 -3.405
7 N -0.325 -2.752 -2.894
8 N 0.368 -1.702 -2.454
9 C 1.665 -1.988 -2.708
10 C 2.719 -0.955 -2.382
11 O 3.889 -1.197 -2.525
12 O 2.231 0.195 -1.965
13 H 4.190 -2.791 -3.177
14 H 0.109 -4.623 -3.819
15 H -1.328 -2.772 -2.794
16 O -1.172 3.594 2.091
17 C -1.207 4.763 1.588
18 O -1.480 5.858 2.007
19 C -0.731 4.362 0.169
20 C 0.649 4.235 -0.104
21 C 1.076 3.311 -1.009
22 N 0.213 2.522 -1.701
23 C -1.135 2.757 -1.548
24 C -1.628 3.691 -0.694
25 C -2.045 1.802 -2.310
26 O -3.019 2.154 -2.899
27 O -1.625 0.520 -2.227
28 H 1.359 4.851 0.431
29 H 2.124 3.152 -1.227
30 H -2.696 3.848 -0.621
31 S -0.206 1.627 -6.471
32 C 1.392 1.949 -5.956
33 C 1.573 1.503 -4.694
34 N 0.458 0.902 -4.134
35 C -0.550 0.912 -4.983
36 H 2.102 2.448 -6.595
37 H 2.491 1.567 -4.131
38 H -1.526 0.508 -4.751
39 C -2.007 -3.631 5.878
40 C -1.290 -3.793 4.543
41 S -0.374 -2.282 4.173
42 O -1.746 -1.437 3.776
43 O 0.335 -2.503 2.908
44 C -1.871 -0.063 4.155
45 C -0.746 0.898 3.703
46 N -0.089 0.516 2.435
47 C -0.683 0.484 1.241
48 N 0.219 0.234 0.263
49 C 1.440 0.109 0.896
50 C 1.261 0.276 2.217
51 N 2.295 0.059 3.201
52 O 3.415 -0.075 2.756
53 O 1.985 0.022 4.373
54 C -2.146 0.624 1.062
55 H -2.563 -4.533 6.129
56 H -2.712 -2.800 5.845
57 H -1.292 -3.444 6.681
58 H -1.969 -3.964 3.708
59 H -0.533 -4.577 4.577
60 H -1.974 0.030 5.237
61 H -2.810 0.245 3.705
62 H 0.035 0.955 4.448
63 H -1.177 1.888 3.557
64 H 2.365 -0.116 0.398
65 H -2.456 1.626 1.367
66 H -2.659 -0.103 1.691
67 H -2.427 0.441 0.032

total charge	+1
lowest unoccupied orbital energy	-0.1521	Ha
energy above the lowest of the compared OMol25 structures with the same formula, charge and spin	0.0	kcal per mole
electronic energy	-82181.1111	eV

Formally, the Mulliken partial charges of the atoms, in units of the elementary charge, are as follows: 1.484 -0.515 0.495 -0.548 0.282 -0.387 -0.255 -0.069 -0.203 1.122 -0.743 -0.571 0.408 0.547 0.192 -0.556 0.011 -0.646 0.884 -0.772 -0.293 0.091 0.842 -0.840 0.087 -0.522 -0.759 0.496 0.532 0.552 -0.079 -0.314 -0.688 0.174 -0.172 0.455 0.404 0.384 -1.066 -0.338 0.467 -0.247 -0.535 -0.727 -0.615 0.955 0.715 0.037 -0.540 -0.802 1.245 -0.649 -0.633 -1.884 0.370 0.269 0.324 0.240 0.405 0.384 0.465 0.597 0.163 0.815 0.304 0.490 0.287

# 4
ORCA calculation (wB97M-V/def2-TZVPD) on a molecular structure, C23H22N4S2TeZr.

Geometry (Å):
1 Zr 0.656 1.695 -1.260
2 C -0.164 -1.357 -1.481
3 N -0.321 -0.104 -0.739
4 C -1.100 -0.041 0.317
5 C -1.213 1.207 0.957
6 C -1.903 1.688 2.085
7 C -1.600 3.038 2.194
8 C -0.741 3.356 1.142
9 N -0.497 2.268 0.381
10 C -1.500 -1.807 -2.022
11 C -2.177 -1.003 -2.933
12 C -3.419 -1.391 -3.402
13 C -3.989 -2.572 -2.949
14 C -3.316 -3.370 -2.040
15 C -2.073 -2.986 -1.571
16 H 0.239 -2.141 -0.826
17 H 0.560 -1.167 -2.301
18 H -1.631 -0.917 0.687
19 H -2.548 1.119 2.727
20 H -1.959 3.718 2.942
21 H -0.306 4.320 0.910
22 H -1.715 -0.073 -3.278
23 H -3.951 -0.783 -4.117
24 H -4.960 -2.873 -3.308
25 H -3.762 -4.288 -1.693
26 H -1.545 -3.609 -0.862
27 Te 2.769 3.472 -0.895
28 C 2.765 5.116 -2.242
29 C 2.187 6.344 -2.082
30 C 2.648 7.274 -3.032
31 C 3.589 6.751 -3.867
32 S 3.923 5.112 -3.535
33 H 1.467 6.576 -1.314
34 H 2.316 8.296 -3.088
35 H 4.116 7.248 -4.656
36 N 2.894 -2.297 0.346
37 C 2.290 -1.230 0.845
38 S 2.498 0.301 0.038
39 N 1.499 -1.254 1.907
40 C 0.974 -2.319 2.688
41 C -0.207 -2.018 3.366
42 C -0.858 -2.980 4.113
43 C -0.359 -4.273 4.172
44 C 0.841 -4.560 3.546
45 C 1.525 -3.590 2.829
46 H 3.549 -2.184 -0.413
47 H 2.867 -3.186 0.824
48 H 1.133 -0.341 2.176
49 H -0.610 -1.017 3.295
50 H -1.758 -2.723 4.648
51 H -0.881 -5.041 4.718
52 H 1.264 -5.550 3.614
53 H 2.496 -3.853 2.439

total charge	+2
lowest unoccupied orbital energy	-0.2846	Ha
energy above the lowest of the compared OMol25 structures with the same formula, charge and spin	84.7	kcal per mole
electronic energy	-60397.5992	eV

Formally, the Mulliken partial charges of the atoms, in units of the elementary charge, are as follows: 0.796 -0.998 0.350 -0.290 0.276 -0.763 -0.660 -0.389 -0.053 0.667 -0.396 -0.734 -0.474 -0.679 -0.178 0.247 0.527 0.491 0.535 0.478 0.494 0.192 0.410 0.413 0.416 0.433 0.289 0.092 -0.313 -0.527 -0.386 -0.062 0.383 0.384 0.406 -0.198 0.597 -0.340 -0.111 0.969 -0.222 -0.824 -0.530 -0.855 -0.506 0.237 0.112 0.174 0.412 0.412 0.435 0.423 0.438

Question: Which of these has the lowest electronic energy?
Answer: C23H22FeN5SeSi